1.
# C58H39F2NO18S

A 7-piece molecular cluster, C58H39F2NO18S overall in a non-equilibrium geometry (ωB97M-V/def2-TZVPD, OMol25).

XYZ file:
```
119
Properties=species:S:1:pos:R:3:mulliken_charge:R:1
C 1.40 -5.26 2.89 -0.5935
C 0.20 -5.19 2.09 -0.8965
C 0.12 -4.85 0.54 0.0536
C -0.34 -6.04 -0.41 -0.2556
C -0.66 -7.46 0.28 0.1952
O -1.93 -7.32 0.99 -0.3994
C -2.97 -6.82 0.15 0.7060
C -3.54 -5.30 0.23 -0.5500
O -3.52 -7.59 -0.69 -0.5283
C -0.50 -5.79 -1.97 0.6380
S -1.04 -7.25 -2.98 -0.1924
C -0.19 -4.36 -2.56 0.6306
C -0.40 -4.16 -4.13 -1.0348
C 0.31 -3.21 -1.61 0.4133
C 0.48 -3.42 -0.04 0.3452
C 0.95 -2.20 0.88 0.5869
O 1.40 -2.31 2.06 -0.5712
C 0.89 -0.69 0.30 0.2663
C 1.00 0.55 1.24 -0.9151
C 0.99 2.03 0.72 0.4543
C 1.12 3.31 1.67 0.1785
O 0.19 3.52 2.50 -0.5354
N 2.22 4.30 1.63 -0.1463
C 3.24 3.98 0.62 0.6459
O 4.12 3.10 0.76 -0.4693
F 3.28 4.71 -0.63 -0.2388
C 0.80 2.26 -0.84 -0.5575
C 0.69 1.03 -1.79 0.1555
F 0.52 1.34 -3.19 -0.2070
C 0.75 -0.43 -1.23 0.4303
C 0.69 -1.76 -2.17 -0.0485
O 1.00 -1.56 -3.39 -0.4275
H 1.52 -4.46 3.71 0.2145
H 2.23 -6.04 2.80 0.2507
H -0.80 -5.43 2.61 0.2463
H 0.13 -7.67 1.10 0.4043
H -0.61 -8.34 -0.44 -0.5068
H -4.54 -5.18 -0.31 0.3095
H -2.76 -4.65 -0.33 -0.0253
H -3.55 -4.92 1.32 0.2999
H -1.71 -6.82 -4.13 0.1739
H -1.33 -3.48 -4.30 0.2784
H -0.61 -5.12 -4.72 0.3343
H 0.47 -3.62 -4.66 0.0422
H 1.14 0.39 2.36 0.3677
H 1.83 5.22 1.33 0.2631
H 0.78 3.32 -1.30 0.3785
O -1.85 10.15 1.77 -0.5886
C -1.51 9.09 1.28 0.3635
C -0.10 8.85 0.89 -0.3882
C 0.28 7.69 0.35 -0.0498
C -0.69 6.60 0.12 0.2030
O -0.35 5.54 -0.38 -0.4627
C -2.10 6.84 0.51 -0.4937
C -2.48 8.00 1.05 -0.5235
H 0.60 9.66 1.07 0.5774
H 1.30 7.50 0.06 0.5087
H -2.79 6.03 0.33 0.4497
H -3.50 8.20 1.34 0.4160
O 2.46 -6.19 -2.04 -0.2764
C 3.39 -5.90 -2.77 0.0354
C 4.55 -6.80 -2.94 -0.4460
C 5.57 -6.49 -3.74 -0.4191
C 5.59 -5.21 -4.49 0.2176
O 6.52 -4.92 -5.22 -0.5589
C 4.43 -4.30 -4.32 -0.3868
C 3.41 -4.62 -3.53 -0.0740
H 4.52 -7.73 -2.39 0.4380
H 6.42 -7.14 -3.88 0.4035
H 4.46 -3.37 -4.88 0.5170
H 2.56 -3.97 -3.39 0.4829
O -0.17 -9.90 -1.51 -0.5708
C -0.76 -10.97 -1.57 0.4796
C -1.65 -11.41 -0.48 -0.2932
C -2.30 -12.57 -0.54 -0.3977
C -2.14 -13.48 -1.70 0.3108
O -2.73 -14.54 -1.75 -0.5522
C -1.25 -13.04 -2.79 -0.3875
C -0.61 -11.87 -2.73 -0.4066
H -1.76 -10.73 0.37 0.4086
H -2.96 -12.91 0.26 0.4235
H -1.15 -13.71 -3.63 0.4023
H 0.05 -11.53 -3.52 0.4303
O 0.52 11.14 7.26 -0.5472
C 0.96 10.70 6.21 0.2287
C 0.35 11.07 4.91 -0.2662
C 0.82 10.58 3.77 -0.1474
C 1.98 9.66 3.74 0.5713
O 2.41 9.21 2.69 -0.5789
C 2.58 9.29 5.04 -0.5106
C 2.11 9.77 6.19 -0.4973
H -0.49 11.75 4.95 0.4769
H 0.39 10.84 2.81 0.4099
H 3.42 8.61 5.00 0.4154
H 2.54 9.51 7.14 0.4469
O -3.59 7.87 5.84 -0.5441
C -3.64 8.59 6.82 0.1980
C -4.81 8.58 7.72 -0.3984
C -4.87 9.37 8.79 -0.4171
C -3.76 10.29 9.13 0.2662
O -3.81 11.01 10.11 -0.5412
C -2.59 10.30 8.23 -0.1227
C -2.53 9.51 7.15 -0.0875
H -5.62 7.90 7.46 0.4137
H -5.72 9.38 9.46 0.4116
H -1.78 10.97 8.49 0.4897
H -1.68 9.50 6.49 0.3368
O 1.63 -1.66 -6.53 -0.5185
C 0.89 -0.77 -6.88 0.1808
C 0.35 0.21 -5.90 -0.0597
C -0.47 1.19 -6.29 -0.0894
C -0.87 1.35 -7.70 0.2062
O -1.62 2.24 -8.05 -0.5552
C -0.34 0.37 -8.67 -0.4335
C 0.48 -0.61 -8.29 -0.4376
H 0.66 0.09 -4.88 0.4703
H -0.87 1.92 -5.59 0.4444
H -0.65 0.49 -9.70 0.4011
H 0.88 -1.34 -8.99 0.4283
```

Its molar mass is 1108.00 g/mol. Its energy above the lowest of the compared OMol25 structures with the same formula, charge and spin is 283.04 kcal/mol. Its multiplicity is 1. The calculation puts the HOMO-LUMO gap at 6.1 eV. The structure (SMILES) is C=Cc1c(COC(C)=O)c(S)c(C)c2c1C(=O)c1cc(C(=O)NC(=O)F)cc(F)c1C2=O.O=C1C=CC(=O)C=C1.O=C1C=CC(=O)C=C1.O=C1C=CC(=O)C=C1.O=C1C=CC(=O)C=C1.O=C1C=CC(=O)C=C1.O=C1C=CC(=O)C=C1. The LUMO energy comes out at -2.032 eV. As for the total energy: -115371.789 eV.

=====

2.
# C58H45Br2N4O2P2S2W

C58H45Br2N4O2P2S2W as an isolated structure in a non-equilibrium geometry (ωB97M-V/def2-TZVPD, OMol25).

XYZ file:
```
116
Properties=species:S:1:pos:R:3:mulliken_charge:R:1
W 0.16 0.09 0.12 1.1519
C -2.70 4.29 3.15 -0.8085
C -3.67 3.41 2.70 -0.7881
C -3.32 2.30 1.95 -0.1566
C -1.98 2.09 1.62 0.3401
C -1.01 2.95 2.09 0.2194
C -1.37 4.05 2.85 -1.0140
N -1.67 0.85 0.86 1.7032
N -2.65 0.07 0.79 -0.6046
C -2.32 -1.27 0.81 -0.2505
C -3.35 -2.20 1.02 -0.6478
C -3.00 -3.49 1.37 -0.9537
C -1.65 -3.81 1.51 -0.9121
C -0.63 -2.90 1.25 -0.9175
C -0.96 -1.61 0.85 1.8005
H -2.98 5.15 3.75 0.4797
H -4.71 3.57 2.94 0.4678
H -4.09 1.62 1.62 0.4542
H 0.04 2.77 1.90 0.1594
H -0.60 4.71 3.23 0.5121
H -4.38 -1.87 0.98 0.6041
H -3.76 -4.23 1.58 0.5040
H -1.38 -4.80 1.84 0.5205
H 0.40 -3.21 1.36 0.4731
Br 0.49 0.18 2.62 -0.1433
C 2.07 0.99 0.43 -0.9558
Br 2.50 0.79 -1.44 0.2300
H 2.84 0.50 1.01 1.3959
H 1.97 2.05 0.65 0.2495
O -0.93 0.54 -1.70 -0.6594
P -1.09 1.20 -3.07 0.8881
C -0.07 2.68 -3.04 -1.6063
P -0.05 3.39 -1.36 1.0461
O 0.18 2.22 -0.39 0.7504
C -1.53 4.37 -1.22 0.7866
C -2.78 3.79 -1.01 0.7593
C -3.92 4.58 -0.98 -1.0534
C -3.82 5.95 -1.16 -0.9353
C -2.58 6.54 -1.37 -0.9146
C -1.44 5.75 -1.40 -1.1651
C 1.36 4.48 -1.28 0.5710
C 2.06 4.60 -0.09 -0.3822
C 3.14 5.46 0.00 -0.7982
C 3.52 6.21 -1.11 -0.7164
C 2.82 6.10 -2.30 -0.7748
C 1.74 5.24 -2.39 -0.3618
C -0.56 0.18 -4.42 1.2555
C 0.77 -0.27 -4.48 -0.3771
C 1.20 -1.03 -5.54 -0.8955
C 0.31 -1.37 -6.56 -0.6927
C -1.01 -0.94 -6.51 -0.8282
C -1.45 -0.17 -5.44 -0.5691
C -2.80 1.63 -3.31 1.2921
C -3.18 2.55 -4.29 -1.0677
C -4.52 2.86 -4.47 -0.9473
C -5.48 2.25 -3.68 -0.7470
C -5.11 1.33 -2.70 -0.9471
C -3.77 1.03 -2.52 -0.2863
H -0.43 3.43 -3.75 0.9938
H 0.95 2.40 -3.32 0.9786
H -2.88 2.72 -0.89 -0.3893
H -4.88 4.13 -0.82 0.6014
H -4.70 6.57 -1.14 0.5184
H -2.49 7.61 -1.51 0.4857
H -0.48 6.23 -1.54 0.4615
H 1.74 4.06 0.79 0.0606
H 3.68 5.56 0.93 0.4819
H 4.37 6.88 -1.04 0.4345
H 3.12 6.68 -3.16 0.4796
H 1.21 5.16 -3.33 0.4323
H 1.47 -0.02 -3.69 -0.3328
H 2.22 -1.37 -5.59 0.5339
H 0.65 -1.95 -7.40 0.4651
H -1.70 -1.21 -7.29 0.5121
H -2.49 0.14 -5.40 0.3723
H -2.45 3.02 -4.94 0.5177
H -4.81 3.57 -5.23 0.5212
H -6.53 2.49 -3.82 0.5080
H -5.87 0.86 -2.09 0.5774
H -3.48 0.34 -1.73 -0.3246
S 4.71 -1.23 3.64 -0.0523
C 6.10 -1.80 4.44 -0.3458
C 6.67 -2.85 3.78 -0.7027
C 5.97 -3.20 2.60 -0.4813
C 4.87 -2.40 2.39 0.3393
C 3.93 -2.46 1.27 0.3712
C 2.77 -1.66 1.31 -0.6961
N 1.86 -1.58 0.35 1.2374
C 2.03 -2.43 -0.70 -0.9193
C 3.13 -3.29 -0.83 1.1992
C 3.19 -4.18 -1.96 -1.1175
C 2.16 -4.27 -2.82 -1.3000
C 0.99 -3.47 -2.65 0.7689
C -0.17 -3.62 -3.42 -0.7501
C -1.30 -2.88 -3.12 1.1359
C -1.21 -1.93 -2.08 -1.4189
N -0.09 -1.71 -1.39 1.2881
C 0.97 -2.51 -1.63 -1.2667
C -2.56 -3.04 -3.85 0.6238
C -3.73 -2.36 -3.67 0.0497
C -4.74 -2.75 -4.59 -0.9533
C -4.30 -3.72 -5.45 -0.3795
S -2.69 -4.16 -5.14 -0.1668
C 4.11 -3.26 0.17 -0.8732
H 6.42 -1.34 5.35 0.4518
H 7.56 -3.36 4.13 0.4322
H 6.26 -4.01 1.95 0.3685
H 2.60 -1.06 2.19 0.4300
H 4.06 -4.81 -2.07 0.5261
H 2.19 -4.98 -3.64 0.5607
H -0.18 -4.35 -4.21 0.5765
H -2.08 -1.37 -1.81 -0.5959
H -3.90 -1.61 -2.91 0.5585
H -5.74 -2.34 -4.61 0.4735
H -4.85 -4.20 -6.24 0.5157
H 4.98 -3.89 0.07 0.4866
```

Its molar mass is 1299.75 g/mol. Its energy above the lowest of the compared OMol25 structures with the same formula, charge and spin is 0.00 kcal/mol. Its multiplicity is 1. The calculation puts the HOMO-LUMO gap at 5.1 eV. The LUMO energy comes out at -9.318 eV. The charge is +3. As for the total energy: -253070.126 eV.

=====

3.
# C58H45LuN7Se2

C58H45LuN7Se2 as an isolated structure in a non-equilibrium geometry (ωB97M-V/def2-TZVPD, OMol25).

XYZ file:
```
113
Properties=species:S:1:pos:R:3:mulliken_charge:R:1
Lu -0.28 0.35 -0.56 1.6240
C 1.92 0.94 6.90 -0.3726
C 1.42 2.08 6.27 -0.9392
C 1.05 1.98 4.94 0.4287
C 1.07 0.79 4.31 -1.4400
C 1.63 -0.35 4.91 -0.1102
C 2.07 -0.29 6.20 -0.7669
C 0.72 0.75 2.84 1.7701
C 1.63 1.05 1.93 0.8388
C 3.01 1.39 2.20 -1.8335
C 3.60 1.91 1.08 -1.1864
C 2.57 1.84 0.05 0.5731
N 1.43 1.26 0.54 -0.2659
C 2.86 2.16 -1.31 0.7113
C 1.87 1.97 -2.38 0.9195
C 2.21 2.04 -3.82 -1.0443
C 1.05 1.77 -4.46 -0.9630
C -0.03 1.67 -3.45 -0.4541
C -1.39 1.57 -3.67 1.4736
C -1.87 1.24 -5.05 -0.3006
C -2.50 -0.04 -5.21 0.0238
C -2.89 -0.52 -6.43 -0.9060
C -2.69 0.29 -7.55 -0.4138
C -2.16 1.54 -7.44 -0.9154
C -1.70 1.98 -6.18 0.0651
C -2.40 1.62 -2.61 0.2001
N -2.16 1.39 -1.30 0.2378
C -3.34 1.64 -0.68 0.6153
C -3.58 1.45 0.69 1.5248
C -4.94 1.88 1.19 -0.8507
C -4.96 3.05 1.97 -0.0686
C -6.19 3.60 2.37 -0.9621
C -7.36 2.93 2.07 -0.3829
C -7.34 1.77 1.30 -0.7334
C -6.13 1.24 0.85 0.0417
C -2.66 0.96 1.61 -0.1282
C -2.87 0.74 2.98 -1.0246
C -1.65 0.61 3.61 -1.6165
C -0.70 0.64 2.54 0.4463
N -1.26 0.83 1.34 -0.1420
C -4.29 2.16 -1.61 -1.6467
C -3.73 2.07 -2.82 -1.3478
N 0.55 1.70 -2.24 -0.3928
C 4.18 2.86 -1.48 -0.9281
C 4.37 4.13 -0.90 0.1372
C 5.58 4.79 -1.02 -0.8253
C 6.64 4.22 -1.72 -0.3829
C 6.47 2.92 -2.24 -0.7069
C 5.24 2.26 -2.15 -0.1943
H 2.37 1.02 7.93 0.2957
H 1.40 3.04 6.80 0.3918
H 0.58 2.83 4.43 0.4592
H 1.72 -1.31 4.40 0.4932
H 2.42 -1.15 6.77 0.4079
H 3.46 1.27 3.18 0.5591
H 4.56 2.40 1.04 0.5503
H 3.21 2.16 -4.27 0.5593
H 0.97 1.71 -5.55 0.5197
H -2.69 -0.68 -4.35 0.2843
H -3.32 -1.50 -6.50 0.4636
H -3.05 -0.06 -8.52 0.3733
H -2.11 2.22 -8.29 0.3922
H -1.25 2.94 -6.09 0.5627
H -4.07 3.59 2.26 0.4093
H -6.23 4.46 3.02 0.3781
H -8.35 3.32 2.34 0.3553
H -8.27 1.32 0.97 0.3997
H -6.18 0.33 0.28 0.4352
H -3.81 0.91 3.46 0.7270
H -1.35 0.42 4.63 0.6370
H -5.30 2.57 -1.44 0.4755
H -4.11 2.41 -3.77 0.6522
H 3.54 4.59 -0.30 0.3397
H 5.79 5.67 -0.48 0.4102
H 7.64 4.65 -1.72 0.3792
H 7.35 2.35 -2.63 0.3136
H 5.07 1.27 -2.54 0.4910
C -2.62 -2.95 1.24 -1.1837
Se -2.63 -1.98 -0.45 0.4031
C -2.07 -3.32 -1.70 -1.2468
C -0.63 -3.28 -2.27 -0.5567
Se -0.28 -1.48 -2.98 0.3190
C 1.45 -1.81 -3.82 -1.1233
H -3.61 -3.23 1.57 0.4043
H -2.09 -2.40 2.00 0.1986
H -2.04 -3.83 1.06 0.5549
H -2.73 -3.28 -2.56 0.4487
H -2.37 -4.22 -1.17 0.6170
H -0.66 -3.88 -3.17 0.6109
H 0.25 -3.55 -1.65 0.2236
H 1.73 -0.86 -4.21 0.2328
H 1.39 -2.57 -4.61 0.4121
H 2.11 -2.13 -3.08 0.3747
N 2.11 -8.35 5.65 -0.4292
C 2.12 -7.62 4.78 -0.0607
C 2.13 -6.55 3.82 0.6170
C 2.70 -5.33 4.25 -0.9777
C 2.70 -4.26 3.35 -0.1386
C 2.20 -4.41 2.06 0.1011
C 1.78 -5.64 1.58 -0.3961
C 1.63 -6.69 2.50 -0.8245
N 2.06 -3.27 1.19 0.3098
C 3.04 -2.39 0.81 -1.0189
C 2.41 -1.44 0.12 -0.8456
N 1.05 -1.61 0.11 1.2944
C 0.86 -2.78 0.73 -1.0778
H 3.08 -5.22 5.24 0.4571
H 3.04 -3.25 3.59 0.4296
H 1.56 -5.85 0.55 0.5745
H 1.28 -7.67 2.30 0.4914
H 4.07 -2.47 1.10 0.5331
H 2.93 -0.63 -0.32 0.8312
H -0.06 -3.35 0.89 0.3397
```

Its molar mass is 1172.93 g/mol. Its energy above the lowest of the compared OMol25 structures with the same formula, charge and spin is 36.21 kcal/mol. Its multiplicity is 1. The calculation puts the HOMO-LUMO gap at 5.9 eV. The LUMO energy comes out at -3.389 eV. The charge is +1. As for the total energy: -235617.716 eV.

=====

4.
# C58H46BClFO19P

A 10-piece molecular cluster, C58H46BClFO19P overall in a non-equilibrium geometry (ωB97M-V/def2-TZVPD, OMol25).

XYZ file:
```
127
Properties=species:S:1:pos:R:3:mulliken_charge:R:1
C 5.15 -5.65 -4.41 -1.2352
C 4.40 -4.71 -3.37 0.4407
B 3.65 -3.56 -4.16 0.4534
O 4.10 -2.99 -5.39 -0.5529
P 1.97 -2.86 -3.48 -0.1389
Cl 1.57 -1.01 -4.43 -0.2721
C 0.67 -4.08 -4.14 0.2975
C 1.26 -5.34 -4.82 -1.3413
F -0.06 -3.40 -5.10 -0.2230
H 4.93 -6.71 -4.23 0.3092
H 4.79 -5.43 -5.44 0.3391
H 6.23 -5.44 -4.40 0.3523
H 5.10 -4.24 -2.65 0.0534
H 3.73 -5.38 -2.79 -0.1303
H 5.04 -2.81 -5.34 0.2828
H 0.06 -4.40 -3.28 0.3143
H 1.76 -5.12 -5.78 0.3093
H 1.90 -5.94 -4.16 0.3957
H 0.40 -5.99 -5.07 0.4000
O -3.04 0.57 -8.34 -0.5722
C -2.89 -0.63 -8.20 0.3346
C -3.20 -1.57 -9.31 -0.3710
C -3.04 -2.88 -9.17 -0.4077
C -2.54 -3.46 -7.90 0.4095
O -2.39 -4.66 -7.77 -0.5639
C -2.24 -2.53 -6.79 -0.2737
C -2.40 -1.21 -6.94 -0.2834
H -3.56 -1.13 -10.23 0.4076
H -3.26 -3.58 -9.96 0.4083
H -1.88 -2.96 -5.87 0.3783
H -2.18 -0.51 -6.14 0.5595
O 3.08 -5.88 -0.77 -0.5646
C 3.82 -5.65 0.17 0.2075
C 4.40 -4.31 0.41 -0.3132
C 5.21 -4.08 1.44 0.0716
C 5.56 -5.16 2.40 0.1173
O 6.29 -4.95 3.34 -0.4723
C 4.97 -6.50 2.17 -0.4895
C 4.16 -6.72 1.13 -0.4814
H 4.14 -3.54 -0.30 0.5621
H 5.65 -3.11 1.63 0.5470
H 5.24 -7.27 2.88 0.4358
H 3.72 -7.70 0.95 0.4121
O 6.60 -1.85 3.32 -0.4440
C 7.33 -1.64 4.26 0.2844
C 7.92 -0.30 4.50 -0.3769
C 8.72 -0.07 5.53 -0.3815
C 9.07 -1.15 6.49 0.2814
O 9.80 -0.94 7.43 -0.5482
C 8.49 -2.49 6.25 -0.4237
C 7.68 -2.72 5.22 -0.1814
H 7.65 0.47 3.79 0.4484
H 9.16 0.90 5.72 0.4031
H 8.75 -3.26 6.96 0.4309
H 7.24 -3.69 5.03 0.5007
O -0.31 6.10 -4.92 -0.5846
C -0.53 4.91 -4.82 0.2852
C 0.58 3.93 -4.79 -0.4828
C 0.35 2.63 -4.68 -0.2025
C -1.03 2.10 -4.58 0.7047
O -1.24 0.91 -4.48 -0.5313
C -2.14 3.08 -4.62 -0.3488
C -1.91 4.38 -4.72 -0.4413
H 1.59 4.34 -4.86 0.4425
H 1.15 1.90 -4.66 0.2699
H -3.14 2.67 -4.54 0.4550
H -2.70 5.11 -4.75 0.4257
O -3.28 3.81 -1.69 -0.5339
C -2.52 4.07 -0.78 0.5174
C -1.94 5.43 -0.64 -0.3704
C -1.10 5.71 0.36 -0.5438
C -0.72 4.69 1.36 0.3377
O 0.04 4.95 2.27 -0.5767
C -1.30 3.34 1.21 -0.3523
C -2.14 3.05 0.21 -0.1207
H -2.23 6.16 -1.38 0.4695
H -0.67 6.70 0.48 0.4506
H -1.01 2.60 1.95 0.3443
H -2.57 2.07 0.09 0.4490
O -3.01 2.14 3.45 -0.5229
C -3.71 2.84 4.16 0.5048
C -4.89 2.28 4.85 -0.3646
C -5.66 3.05 5.62 -0.3331
C -5.36 4.49 5.82 0.3606
O -6.06 5.19 6.52 -0.5440
C -4.18 5.04 5.12 -0.4828
C -3.41 4.27 4.35 -0.2669
H -5.10 1.23 4.70 0.4099
H -6.53 2.67 6.14 0.3718
H -3.97 6.09 5.28 0.4479
H -2.54 4.66 3.84 0.4172
O 8.73 1.98 -2.38 -0.5456
C 8.07 1.01 -2.08 0.2521
C 8.02 0.53 -0.68 -0.4061
C 7.31 -0.55 -0.34 -0.3436
C 6.54 -1.30 -1.35 0.2423
O 5.88 -2.28 -1.04 -0.3650
C 6.59 -0.82 -2.75 -0.2606
C 7.30 0.25 -3.09 -0.4365
H 8.59 1.09 0.05 0.4309
H 7.26 -0.92 0.68 0.4839
H 6.02 -1.39 -3.48 0.3821
H 7.35 0.62 -4.11 0.4497
O -6.53 -0.27 -3.26 -0.5418
C -6.52 0.01 -2.08 0.1032
C -5.44 0.83 -1.50 -0.0779
C -5.43 1.13 -0.20 -0.1189
C -6.50 0.66 0.71 0.0825
O -6.49 0.93 1.89 -0.4814
C -7.58 -0.17 0.12 -0.4001
C -7.59 -0.47 -1.18 -0.4393
H -4.67 1.17 -2.17 0.6431
H -4.65 1.73 0.25 0.3511
H -8.35 -0.51 0.80 0.4270
H -8.37 -1.07 -1.62 0.4047
O -7.23 2.68 8.55 -0.5280
C -7.93 3.38 9.26 0.4463
C -9.11 2.82 9.95 -0.3370
C -9.88 3.59 10.72 -0.3828
C -9.58 5.03 10.92 0.3420
O -10.28 5.73 11.62 -0.5463
C -8.39 5.58 10.22 -0.4027
C -7.62 4.81 9.45 -0.1770
H -9.31 1.77 9.80 0.4227
H -10.75 3.21 11.24 0.3979
H -8.19 6.63 10.38 0.4159
H -6.76 5.20 8.93 0.3476
```

Its molar mass is 1143.22 g/mol. Its multiplicity is 1. The calculation puts the HOMO-LUMO gap at 6.6 eV. The structure (SMILES) is CCB(O)P(Cl)[C@H](C)F.O=C1C=CC(=O)C=C1.O=C1C=CC(=O)C=C1.O=C1C=CC(=O)C=C1.O=C1C=CC(=O)C=C1.O=C1C=CC(=O)C=C1.O=C1C=CC(=O)C=C1.O=C1C=CC(=O)C=C1.O=C1C=CC(=O)C=C1.O=C1C=CC(=O)C=C1. The LUMO energy comes out at -1.932 eV. As for the total energy: -124990.311 eV.